Entry 1:
ORCA calculation (wB97M-V/def2-TZVPD) on C4H6N2O in the gas phase.

Values from the calculation:
HOMO energy in eV: -7.606
Energy in eV: -9270.773
Strongest force on any atom in eV/A: 0.7
ΔE to the lowest compared entry with this formula, charge and spin in kcal per mole: 62.9
Total charge: 0
LUMO energy in Eh: 0.01573
Multiplicity: 1
Frontier orbital gap in eV: 8.0337

Geometry (Å):
1 N -0.28 -1.33 1.44
2 C -0.12 -0.60 0.37
3 C 0.23 0.85 0.63
4 O -0.09 1.34 1.77
5 C 0.06 1.43 -0.77
6 C -0.10 0.44 -1.64
7 N -0.19 -0.82 -0.94
8 H -0.27 -0.71 2.27
9 H -0.32 -2.34 1.49
10 H 1.36 0.52 0.48
11 H 0.18 2.49 -1.00
12 H -0.08 0.43 -2.72
13 H -0.39 -1.70 -1.39

Atom charges from the Mulliken analysis, given in e for atoms 1 to 8: atom 1 (N): -0.338, atom 2 (C): -0.245, atom 3 (C): 0.852, atom 4 (O): -0.862, atom 5 (C): -0.622, atom 6 (C): -0.351, atom 7 (N): -0.012, atom 8 (H): 0.258

Entry 2:
ORCA calculation (wB97M-V/def2-TZVPD) on a molecular structure, C3H4O4Tl.

Values from the calculation:
HOMO energy in eV: -14.090
Energy in eV: -16047.701
Strongest force on any atom in eV/A: 6.5
ΔE to the lowest compared entry with this formula, charge and spin in kcal per mole: 90.4
Total charge: +1
LUMO energy in Eh: -0.27450
Multiplicity: 1
Frontier orbital gap in eV: 6.6206

Geometry (Å):
1 C -0.45 -1.57 0.51
2 C -1.23 -0.66 -0.38
3 O -0.39 0.06 -1.37
4 C 0.34 1.06 -0.89
5 O 0.01 1.62 0.19
6 O 1.51 1.23 -1.34
7 O -0.34 -1.44 1.71
8 H 0.10 -2.37 -0.03
9 H -1.86 0.07 0.16
10 H -2.01 -1.27 -0.87
11 Tl 1.94 2.09 0.43
12 H 2.38 1.19 1.89

Atom charges from the Mulliken analysis, given in e for atoms 1 to 8: atom 1 (C): 0.034, atom 2 (C): -0.326, atom 3 (O): -0.319, atom 4 (C): 0.935, atom 5 (O): -0.487, atom 6 (O): -0.500, atom 7 (O): -0.407, atom 8 (H): 0.358

Entry 3:
ORCA calculation (wB97M-V/def2-TZVPD) on 16 unconnected molecules or ions with the total composition C64H176N16O16.

Values from the calculation:
HOMO energy in eV: -8.553
Energy in eV: -125806.869
Strongest force on any atom in eV/A: 4.1
ΔE to the lowest compared entry with this formula, charge and spin in kcal per mole: 230.8
Total charge: 0
LUMO energy in Eh: 0.01640
Multiplicity: 1
Frontier orbital gap in eV: 8.9991

Geometry (Å):
1 C 8.09 -13.75 2.30
2 C 8.63 -12.53 2.92
3 C 9.44 -12.68 4.20
4 O 8.57 -13.11 5.22
5 C 9.05 -13.35 6.47
6 N 9.46 -11.89 1.91
7 H 7.55 -13.55 1.37
8 H 7.36 -14.21 2.96
9 H 8.82 -14.48 1.96
10 H 7.85 -11.80 3.10
11 H 9.85 -11.69 4.39
12 H 10.30 -13.34 4.08
13 H 9.72 -14.21 6.40
14 H 8.12 -13.62 6.97
15 H 9.33 -12.47 7.04
16 H 9.48 -10.89 2.07
17 H 8.89 -11.93 1.09
18 C -3.09 -13.58 3.78
19 C -2.00 -14.33 4.54
20 C -0.53 -13.97 4.35
21 O -0.13 -13.85 2.99
22 C 1.07 -14.50 2.65
23 N -2.50 -14.38 5.90
24 H -4.04 -14.10 3.72
25 H -2.73 -13.32 2.78
26 H -3.24 -12.62 4.26
27 H -2.02 -15.37 4.21
28 H 0.16 -14.67 4.83
29 H -0.33 -13.04 4.87
30 H 1.30 -15.51 2.99
31 H 1.80 -13.91 3.21
32 H 1.32 -14.47 1.59
33 H -1.97 -15.03 6.47
34 H -3.38 -14.86 5.82
35 C 8.76 -21.22 -4.36
36 C 7.33 -21.31 -3.98
37 C 7.07 -21.13 -2.51
38 O 8.07 -21.80 -1.73
39 C 8.18 -21.34 -0.36
40 N 6.35 -20.73 -4.84
41 H 9.33 -22.08 -4.03
42 H 9.19 -20.33 -3.90
43 H 8.84 -21.22 -5.45
44 H 7.20 -22.37 -4.20
45 H 6.04 -21.44 -2.30
46 H 7.09 -20.08 -2.22
47 H 7.25 -21.50 0.19
48 H 8.46 -20.30 -0.17
49 H 8.99 -21.94 0.05
50 H 5.62 -21.38 -5.07
51 H 6.82 -20.67 -5.73
52 C -0.03 -17.60 5.31
53 C 0.64 -18.26 4.05
54 C 2.16 -18.23 4.01
55 O 2.73 -18.81 2.81
56 C 4.08 -18.25 2.68
57 N 0.20 -19.63 4.14
58 H 0.39 -16.65 5.65
59 H -0.02 -18.34 6.11
60 H -1.09 -17.46 5.14
61 H 0.18 -17.68 3.25
62 H 2.60 -18.71 4.89
63 H 2.46 -17.19 4.08
64 H 4.52 -18.45 3.66
65 H 3.90 -17.19 2.52
66 H 4.68 -18.66 1.87
67 H 0.81 -20.04 3.45
68 H -0.72 -19.67 3.75
69 C 7.05 -20.89 5.06
70 C 6.45 -20.07 6.18
71 C 7.40 -19.93 7.33
72 O 7.88 -21.04 7.97
73 C 6.83 -21.99 8.45
74 N 6.20 -18.67 5.73
75 H 6.40 -21.05 4.20
76 H 7.50 -21.82 5.42
77 H 7.90 -20.33 4.67
78 H 5.49 -20.48 6.50
79 H 6.91 -19.25 8.03
80 H 8.24 -19.25 7.18
81 H 7.28 -22.66 9.17
82 H 6.32 -22.50 7.64
83 H 6.02 -21.54 9.03
84 H 7.08 -18.45 5.30
85 H 6.04 -18.04 6.50
86 C 8.09 -16.16 -1.83
87 C 6.95 -16.55 -0.88
88 C 5.68 -17.11 -1.60
89 O 4.75 -17.71 -0.67
90 C 3.81 -16.70 -0.25
91 N 7.41 -17.70 -0.01
92 H 8.61 -17.03 -2.23
93 H 8.82 -15.64 -1.22
94 H 7.84 -15.45 -2.62
95 H 6.76 -15.76 -0.15
96 H 5.98 -18.02 -2.11
97 H 5.21 -16.41 -2.29
98 H 2.99 -17.10 0.36
99 H 3.29 -16.29 -1.12
100 H 4.29 -15.86 0.25
101 H 7.74 -18.41 -0.65
102 H 6.60 -18.15 0.40
103 C 2.88 -11.93 -1.90
104 C 4.23 -11.16 -2.16
105 C 5.45 -11.86 -1.51
106 O 5.41 -11.94 -0.02
107 C 6.21 -10.84 0.44
108 N 4.38 -10.96 -3.60
109 H 2.92 -13.00 -2.10
110 H 2.00 -11.45 -2.31
111 H 2.66 -11.97 -0.83
112 H 4.21 -10.18 -1.70
113 H 6.39 -11.48 -1.91
114 H 5.57 -12.89 -1.86
115 H 6.06 -10.81 1.52
116 H 5.83 -9.94 -0.05
117 H 7.27 -10.87 0.20
118 H 4.08 -11.80 -4.08
119 H 3.70 -10.23 -3.76
120 C -2.89 -17.82 3.05
121 C -3.20 -18.70 1.83
122 C -2.11 -19.71 1.35
123 O -0.83 -19.01 1.36
124 C 0.13 -19.70 0.62
125 N -4.53 -19.35 1.99
126 H -2.05 -17.17 2.81
127 H -2.42 -18.44 3.82
128 H -3.69 -17.20 3.46
129 H -3.31 -18.00 0.99
130 H -2.33 -20.09 0.36
131 H -2.03 -20.63 1.92
132 H 0.93 -18.97 0.51
133 H -0.25 -20.00 -0.35
134 H 0.63 -20.53 1.13
135 H -5.25 -18.63 1.99
136 H -4.71 -19.97 1.22
137 C 5.91 -17.18 -6.35
138 C 4.64 -17.60 -5.56
139 C 3.51 -16.63 -5.94
140 O 3.72 -15.16 -5.94
141 C 3.85 -14.61 -4.62
142 N 4.30 -18.89 -6.01
143 H 6.72 -17.85 -6.06
144 H 6.19 -16.14 -6.22
145 H 5.79 -17.25 -7.43
146 H 4.93 -17.62 -4.51
147 H 2.63 -16.87 -5.34
148 H 3.29 -17.03 -6.94
149 H 3.02 -14.84 -3.95
150 H 3.93 -13.55 -4.82
151 H 4.80 -14.85 -4.15
152 H 4.99 -19.48 -5.56
153 H 3.46 -19.11 -5.50
154 C 12.69 -19.96 -5.47
155 C 12.24 -18.52 -5.75
156 C 12.41 -18.23 -7.28
157 O 12.21 -16.80 -7.45
158 C 12.16 -16.43 -8.86
159 N 10.88 -18.38 -5.37
160 H 12.00 -20.74 -5.79
161 H 13.08 -20.12 -4.46
162 H 13.49 -20.28 -6.14
163 H 12.78 -17.77 -5.17
164 H 11.65 -18.74 -7.87
165 H 13.41 -18.32 -7.71
166 H 12.99 -16.90 -9.39
167 H 12.38 -15.37 -9.01
168 H 11.16 -16.60 -9.24
169 H 10.50 -17.56 -5.80
170 H 10.24 -19.14 -5.56
171 C 10.01 -13.46 -7.00
172 C 8.93 -12.56 -6.26
173 C 9.62 -11.26 -6.00
174 O 10.79 -11.35 -5.14
175 C 11.44 -10.12 -4.90
176 N 7.81 -12.30 -7.18
177 H 10.29 -13.09 -7.98
178 H 9.64 -14.47 -7.22
179 H 10.93 -13.69 -6.46
180 H 8.55 -13.02 -5.34
181 H 8.93 -10.53 -5.59
182 H 9.80 -10.90 -7.01
183 H 10.89 -9.43 -4.25
184 H 11.55 -9.64 -5.87
185 H 12.40 -10.36 -4.45
186 H 7.27 -11.50 -6.87
187 H 7.28 -13.16 -7.22
188 C 16.23 -17.05 -0.46
189 C 15.70 -18.32 -1.19
190 C 14.60 -18.08 -2.28
191 O 13.40 -17.61 -1.67
192 C 12.36 -17.52 -2.62
193 N 16.75 -19.05 -1.83
194 H 16.67 -16.24 -1.05
195 H 16.85 -17.22 0.41
196 H 15.45 -16.44 -0.02
197 H 15.38 -18.97 -0.38
198 H 14.31 -18.94 -2.89
199 H 15.04 -17.43 -3.04
200 H 12.51 -16.76 -3.40
201 H 11.36 -17.25 -2.28
202 H 12.25 -18.38 -3.28
203 H 17.30 -19.54 -1.14
204 H 17.35 -18.52 -2.44
205 C 14.48 -11.75 -2.56
206 C 13.49 -12.98 -2.76
207 C 12.17 -12.91 -1.96
208 O 11.53 -14.14 -1.63
209 C 11.90 -14.67 -0.36
210 N 13.18 -13.18 -4.15
211 H 14.64 -11.69 -1.48
212 H 14.00 -10.85 -2.95
213 H 15.48 -11.90 -2.96
214 H 13.99 -13.83 -2.30
215 H 11.58 -12.25 -2.60
216 H 12.34 -12.37 -1.02
217 H 11.48 -14.10 0.47
218 H 12.90 -14.67 0.07
219 H 11.41 -15.61 -0.10
220 H 12.44 -12.58 -4.50
221 H 12.83 -14.13 -4.17
222 C -5.21 -12.64 -1.43
223 C -5.05 -14.08 -0.77
224 C -3.61 -14.60 -0.29
225 O -2.71 -14.68 -1.40
226 C -1.26 -14.70 -1.12
227 N -5.76 -13.98 0.49
228 H -6.25 -12.44 -1.69
229 H -4.52 -12.49 -2.26
230 H -4.84 -11.92 -0.70
231 H -5.31 -14.99 -1.31
232 H -3.66 -15.57 0.20
233 H -3.14 -13.91 0.40
234 H -0.98 -15.44 -0.37
235 H -0.77 -13.77 -0.85
236 H -0.75 -14.97 -2.04
237 H -5.74 -14.88 0.95
238 H -6.75 -14.04 0.29
239 C 10.53 -17.03 4.98
240 C 10.04 -17.74 3.75
241 C 10.84 -19.00 3.40
242 O 10.51 -19.46 1.97
243 C 11.17 -18.80 0.93
244 N 8.65 -18.06 4.02
245 H 10.28 -15.98 4.93
246 H 11.62 -17.12 4.95
247 H 10.17 -17.32 5.96
248 H 10.13 -17.06 2.91
249 H 10.50 -19.81 4.06
250 H 11.91 -18.86 3.57
251 H 12.20 -19.07 1.19
252 H 11.07 -17.72 0.94
253 H 10.93 -19.13 -0.08
254 H 8.23 -17.70 3.17
255 H 8.59 -19.05 3.87
256 C -0.61 -16.27 -5.81
257 C -0.16 -17.75 -6.02
258 C -0.13 -18.50 -4.78
259 O 0.93 -17.99 -3.93
260 C 0.91 -18.76 -2.70
261 N -1.13 -18.44 -6.91
262 H -1.67 -16.31 -5.56
263 H -0.48 -15.69 -6.72
264 H 0.04 -15.76 -5.10
265 H 0.80 -17.74 -6.53
266 H -0.13 -19.58 -4.94
267 H -1.05 -18.30 -4.22
268 H -0.04 -18.49 -2.22
269 H 1.76 -18.56 -2.05
270 H 0.88 -19.83 -2.92
271 H -1.35 -17.74 -7.60
272 H -2.00 -18.36 -6.40

Atom charges from the Mulliken analysis, given in e for atoms 1 to 8: atom 1 (C): -1.150, atom 2 (C): 1.004, atom 3 (C): -0.898, atom 4 (O): -0.291, atom 5 (C): -0.699, atom 6 (N): -0.699, atom 7 (H): 0.100, atom 8 (H): 0.580

Entry 4:
ORCA calculation (wB97M-V/def2-TZVPD) on C5H3Cl in the gas phase.

Values from the calculation:
SMILES: C#CC#CCCl
HOMO energy in eV: -9.738
Energy in eV: -17750.520
Strongest force on any atom in eV/A: 4.0
ΔE to the lowest compared entry with this formula, charge and spin in kcal per mole: 39.7
Total charge: 0
LUMO energy in Eh: 0.01384
Multiplicity: 1
Frontier orbital gap in eV: 10.1145

Geometry (Å):
1 C 3.23 1.93 0.62
2 C 2.29 1.11 0.58
3 C 1.23 0.17 0.31
4 C 0.18 -0.44 0.51
5 C -1.36 -0.81 0.58
6 Cl -1.98 -0.72 -1.11
7 H 4.08 2.45 1.04
8 H -2.09 -0.07 1.29
9 H -1.74 -1.96 0.96

Atom charges from the Mulliken analysis, given in e for atoms 1 to 8: atom 1 (C): -0.125, atom 2 (C): -0.209, atom 3 (C): 0.183, atom 4 (C): -0.251, atom 5 (C): -0.335, atom 6 (Cl): -0.158, atom 7 (H): 0.361, atom 8 (H): 0.268